i.
Molecular formula: C2H2N2O4
Method: DFT, the ωB97M-V functional and the def2-TZVPD basis

```
! RIJCOSX wB97M-V def2-TZVPD def2/J DEFGRID3
* xyz 0 1
C -0.471 -0.590 -0.231
C 1.554 -0.087 -0.083
H -1.382 -2.146 -0.017
H -0.739 1.805 1.071
N 0.653 -1.148 0.064
N -0.480 0.770 -0.506
O -1.609 -1.199 -0.136
O 2.734 -0.109 0.084
O 0.930 1.114 -0.492
O -1.189 1.590 0.247
*
```

Orbital gap (hartree): 0.3906
SMILES: O=c1nc(O)n(O)o1


ii.
Molecular formula: C2H2N2O4
Method: DFT, the ωB97M-V functional and the def2-TZVPD basis

```
! RIJCOSX wB97M-V def2-TZVPD def2/J DEFGRID3
* xyz 0 1
C 0.096 0.543 -0.014
C -1.787 -2.412 -0.051
N 3.435 -0.854 -0.285
N -0.946 1.038 -0.101
O -2.801 -2.176 0.423
O -0.786 -2.654 -0.546
O 2.476 -1.072 0.677
O 4.487 -1.358 -0.051
H -1.829 1.490 -0.192
H 1.675 -0.579 0.386
*
```

Orbital gap (hartree): 0.3734


Last place for stability: ii


i.
Molecular formula: C4H14NO3
Method: DFT, the ωB97M-V functional and the def2-TZVPD basis

```
! RIJCOSX wB97M-V def2-TZVPD def2/J DEFGRID3
* xyz 2 2
C -1.330 1.929 -0.045
C -0.033 1.258 -0.183
C 1.209 1.817 -0.272
C 0.719 -1.050 -0.253
N -0.216 -0.188 -0.095
H -1.401 2.197 1.024
H -1.347 2.828 -0.696
H -2.343 1.577 -0.263
H 2.078 1.216 -0.126
H 1.424 2.850 -0.432
H 0.690 -2.106 0.035
H 1.783 -0.884 -0.404
H -1.206 -0.493 0.091
H -0.449 -1.805 -3.644
H -1.261 -0.611 -3.868
O -0.909 -1.129 -3.122
H 2.924 -1.270 2.355
H 3.605 0.043 2.018
O 2.862 -0.514 1.758
H -2.303 -1.131 2.356
H -2.487 -2.676 1.959
O -2.010 -1.858 1.807
*
```

<S²>: 0.75
Orbital gap (alpha / beta) (hartree): 0.2854 / 0.1809


ii.
Molecular formula: C4H14NO3
Method: DFT, the ωB97M-V functional and the def2-TZVPD basis

```
! RIJCOSX wB97M-V def2-TZVPD def2/J DEFGRID3
* xyz 2 2
C 0.056 -1.320 1.190
O 0.731 -2.349 0.646
C 0.090 -0.085 0.300
C -0.827 1.058 0.855
C -2.222 0.738 1.286
O -0.953 1.896 -0.344
N 0.066 -0.290 -1.216
H -1.016 -1.515 1.488
H 0.393 -1.030 2.223
H 1.161 -3.053 1.183
H 1.042 0.437 0.451
H -0.233 1.707 1.520
H -2.256 0.289 2.290
H -2.749 0.111 0.589
H -2.832 1.635 1.417
H -1.423 2.693 -0.067
H -0.407 -1.194 -1.495
H 1.056 -0.222 -1.557
H -0.456 0.499 -1.596
H 3.231 0.878 -1.937
H 3.054 -0.290 -2.789
O 2.528 0.253 -2.179
*
```

<S²>: 0.75
Orbital gap (alpha / beta) (hartree): 0.4152 / 0.1592


Last place for stability: i


i.
Molecular formula: C3H10NS
Method: DFT, the ωB97M-V functional and the def2-TZVPD basis

```
! RIJCOSX wB97M-V def2-TZVPD def2/J DEFGRID3
* xyz -1 1
C -1.284 -1.975 1.789
S -2.046 -1.359 0.214
H -1.048 -1.077 2.470
H -2.027 -2.472 2.313
H -0.421 -2.668 1.678
C 1.867 0.869 -0.547
C 0.264 0.716 -0.516
N -0.330 1.643 -1.551
H 2.348 1.419 -1.416
H 2.112 1.532 0.249
H 2.309 -0.162 -0.640
H -0.077 -0.330 -0.690
H 0.041 0.757 0.513
H -0.343 1.340 -2.559
H -1.366 1.766 -1.308
*
```

Orbital gap (hartree): 0.2301


ii.
Molecular formula: C3H10NS
Method: DFT, the ωB97M-V functional and the def2-TZVPD basis

```
! RIJCOSX wB97M-V def2-TZVPD def2/J DEFGRID3
* xyz -1 1
C 1.878 -0.013 1.229
S 1.250 -1.366 0.168
H 1.679 -0.202 2.289
H 2.958 0.114 1.113
H 1.413 0.946 0.966
C -0.808 1.231 -1.562
N -1.582 0.275 -0.778
C -1.837 0.799 0.560
H -1.356 2.172 -1.637
H 0.181 1.431 -1.131
H -0.654 0.824 -2.566
H -0.956 -0.526 -0.635
H -0.916 0.993 1.123
H -2.411 0.064 1.127
H -2.411 1.734 0.480
*
```

Orbital gap (hartree): 0.2441


Last place for stability: i


i.
Molecular formula: C2H17N2O4
Method: DFT, the ωB97M-V functional and the def2-TZVPD basis

```
! RIJCOSX wB97M-V def2-TZVPD def2/J DEFGRID3
* xyz 1 1
N 1.137 1.200 0.863
C 1.288 1.005 -0.738
C 0.481 -0.329 -1.099
N 1.194 -0.727 -2.287
H 0.229 1.438 1.029
H 1.227 0.305 1.350
H 1.905 1.712 1.130
H 0.659 1.849 -1.141
H 2.355 0.821 -1.080
H 0.546 -1.116 -0.254
H -0.577 -0.289 -1.100
H 1.632 -1.601 -2.373
H 0.651 -0.583 -3.263
H 1.236 -2.119 2.259
H 2.677 -2.234 1.653
O 1.931 -1.555 1.877
H -2.337 -3.228 0.449
H -2.213 -1.752 -0.100
O -1.906 -2.333 0.605
H -1.193 1.689 3.196
H -2.152 1.603 2.144
O -1.287 1.405 2.258
H -1.964 2.211 -1.867
H -3.163 1.309 -1.950
O -2.355 1.322 -1.562
*
```

Orbital gap (hartree): 0.3648


ii.
Molecular formula: C2H17N2O4
Method: DFT, the ωB97M-V functional and the def2-TZVPD basis

```
! RIJCOSX wB97M-V def2-TZVPD def2/J DEFGRID3
* xyz 1 1
N 1.637 -1.384 -0.198
C 1.716 0.061 -0.623
C 1.343 1.093 0.449
N 1.112 2.360 -0.235
H 1.475 -1.402 0.832
H 0.733 -1.734 -0.507
H 2.421 -1.935 -0.524
H 2.718 0.307 -0.978
H 1.109 0.172 -1.510
H 0.469 0.763 0.993
H 2.162 1.149 1.148
H 1.804 3.056 -0.003
H 0.205 2.741 0.004
H -1.904 -2.014 -1.251
H -1.564 -0.607 -1.770
O -1.188 -1.369 -1.292
H -2.725 1.530 -2.328
H -1.355 1.814 -1.741
O -2.116 1.217 -1.644
H -0.015 -2.078 2.701
H -0.712 -0.951 2.001
O 0.174 -1.409 2.022
H -2.942 -0.915 1.975
H -2.353 -0.103 0.780
O -2.203 -0.362 1.700
*
```

Orbital gap (hartree): 0.3859


Last place for stability: i


i.
Molecular formula: C7H12ClNO
Method: DFT, the ωB97M-V functional and the def2-TZVPD basis

```
! RIJCOSX wB97M-V def2-TZVPD def2/J DEFGRID3
* xyz 0 1
C -0.845 0.382 -0.788
C -0.553 -0.426 0.363
C -1.474 0.602 -3.249
C -1.716 -0.046 -4.529
C 2.031 -0.812 1.815
C 0.843 0.577 3.671
C 0.723 -0.433 2.439
N -1.036 -0.008 -2.198
O -0.212 0.221 1.502
Cl -1.562 2.381 -3.342
H -0.589 1.440 -0.586
H -0.343 -1.530 0.194
H -1.706 -1.176 -4.385
H -0.890 0.199 -5.216
H -2.585 0.107 -5.218
H 2.284 -1.824 1.986
H 2.045 -0.569 0.748
H 2.699 -0.185 2.326
H -0.130 0.588 4.181
H 1.206 1.514 3.167
H 1.650 0.294 4.315
H 0.162 -1.295 2.803
*
```

Orbital gap (hartree): 0.3194
SMILES: C/C(Cl)=N/C=C/OC(C)C


ii.
Molecular formula: C7H12ClNO
Method: DFT, the ωB97M-V functional and the def2-TZVPD basis

```
! RIJCOSX wB97M-V def2-TZVPD def2/J DEFGRID3
* xyz 0 1
C 0.742 2.320 -2.344
C -0.639 -1.246 0.925
C 0.944 1.617 -1.264
C -0.457 -2.413 1.438
C 2.356 1.578 -0.724
C 0.378 -0.381 0.178
C -0.191 0.924 -0.477
N -3.324 -2.380 1.990
O -2.196 -3.147 2.274
Cl 0.738 -3.494 1.435
H -0.259 2.640 -2.641
H 1.486 3.072 -2.599
H -1.669 -0.945 0.853
H 2.456 1.644 0.330
H 2.822 0.645 -1.182
H 2.889 2.453 -0.973
H 0.876 -1.043 -0.502
H 1.259 -0.018 0.804
H -1.061 0.613 -1.083
H -0.565 1.531 0.364
H -3.499 -2.598 1.012
H -3.085 -1.371 2.186
*
```

Orbital gap (alpha / beta) (hartree): 0.3276 / 0.3273


Last place for stability: ii